Record 1
The following is a quantum chemistry calculation of C6H13O5Pr as an isolated structure at a distorted geometry, from OMol25.

Computed properties:
LUMO energy (spin up / spin down) in eV: -4.52 / -4.60
⟨S²⟩: 3.76
Orbital gap (spin up / spin down) in eV: 7.013 / 8.315
ΔE to the lowest compared entry with this formula, charge and spin in kcal/mol: 6.05
E in eV: -30730.02664
HOMO (spin up / spin down) in eV: -11.53 / -12.91

Structure (ORCA input):
```
! wB97M-V def2-TZVPD RIJCOSX def2/J DEFGRID3
* xyz 1 4
O 2.14 0.35 0.44
C 1.80 -0.82 -0.11
C 0.61 -1.56 0.40
O 0.51 -1.28 1.82
C -0.78 -1.36 2.43
C -0.71 -0.51 3.69
O -0.17 0.75 3.43
Pr 1.31 0.96 2.12
H 2.63 -1.39 -0.56
H 0.69 -2.64 0.23
H -0.33 -1.21 -0.06
H -1.03 -2.41 2.65
H -1.53 -0.96 1.73
H -0.12 -1.05 4.45
H -1.74 -0.44 4.10
H 0.91 1.51 -1.76
O -0.76 2.77 -1.72
C -0.74 0.33 -3.38
O -0.09 1.57 -3.60
C 0.31 2.22 -2.43
H -0.86 -0.15 -4.36
H -0.13 -0.32 -2.73
H -1.72 0.46 -2.91
H 0.93 3.07 -2.76
H -1.11 2.12 -1.10
*
```

---

Record 2
The following is a quantum chemistry calculation of C33H50BN6O6PrS2 as an isolated structure at a distorted geometry, from OMol25.

Computed properties:
LUMO energy (spin up / spin down) in eV: 0.15 / 0.50
⟨S²⟩: 2.00
Orbital gap (spin up / spin down) in eV: 9.169 / 9.517
E in eV: -92679.88133
HOMO (spin up / spin down) in eV: -9.02 / -9.02

Structure (ORCA input):
```
! wB97M-V def2-TZVPD RIJCOSX def2/J DEFGRID3
* xyz 0 3
Pr -0.09 -0.79 -1.02
C 2.78 1.85 -3.97
C 1.64 2.34 -3.14
C 1.52 3.87 -3.28
C 1.95 2.01 -1.70
C 3.09 2.36 -1.00
C 2.87 1.90 0.35
C 3.80 2.08 1.52
C 3.95 0.76 2.38
C 3.34 3.18 2.47
N 1.64 1.42 0.35
N 1.04 1.51 -0.91
B 0.83 0.91 1.53
N -0.70 1.27 1.35
N -1.50 0.41 0.67
C -2.73 0.98 0.75
C -2.65 2.21 1.41
C -1.32 2.38 1.82
C -0.77 3.41 2.76
C -1.72 3.69 3.90
C -0.27 4.69 2.06
C -3.88 0.32 0.11
C -4.38 -0.84 1.03
C -5.04 1.26 -0.19
N 1.07 -0.67 1.50
N 1.92 -1.22 0.54
C 1.81 -2.55 0.80
C 0.92 -2.84 1.83
C 0.43 -1.65 2.24
C -0.32 -1.27 3.44
C -1.83 -1.36 3.35
C 0.14 -2.11 4.66
C 2.44 -3.57 -0.13
C 3.17 -4.71 0.60
C 3.42 -2.84 -1.13
H 2.64 2.07 -5.05
H 2.88 0.77 -3.83
H 3.72 2.25 -3.67
H 0.73 1.80 -3.42
H 2.44 4.39 -3.10
H 0.80 4.36 -2.58
H 1.25 4.16 -4.32
H 3.96 2.83 -1.48
H 4.79 2.41 1.11
H 3.01 0.45 2.77
H 4.50 0.99 3.30
H 4.40 0.02 1.78
H 2.51 2.93 3.07
H 3.28 4.11 1.87
H 4.14 3.41 3.20
H 1.24 1.33 2.55
H -3.48 2.88 1.68
H 0.22 3.07 3.14
H -2.59 4.26 3.53
H -1.23 4.35 4.60
H -2.15 2.81 4.39
H -1.05 5.29 1.68
H 0.43 4.47 1.21
H 0.23 5.33 2.77
H -3.53 -0.18 -0.77
H -4.35 -0.51 2.07
H -3.70 -1.71 0.98
H -5.37 -1.05 0.80
H -5.40 1.68 0.80
H -5.88 0.67 -0.62
H -4.77 2.09 -0.84
H 0.68 -3.88 2.12
H -0.10 -0.21 3.56
H -2.06 -2.40 3.17
H -2.17 -0.74 2.55
H -2.37 -1.06 4.23
H -0.06 -3.17 4.42
H -0.33 -1.84 5.64
H 1.24 -2.17 4.66
H 1.57 -3.94 -0.73
H 3.89 -4.31 1.31
H 3.68 -5.37 -0.11
H 2.35 -5.20 1.23
H 4.36 -2.64 -0.63
H 3.00 -1.89 -1.50
H 3.74 -3.51 -1.93
O -1.02 0.33 -5.05
S -1.02 -0.53 -3.90
O -1.67 -0.03 -2.69
O 0.36 -0.86 -3.47
C -1.92 -2.00 -4.32
C -2.59 -1.96 -5.51
C -3.38 -3.01 -5.98
C -3.51 -4.17 -5.30
C -2.88 -4.20 -4.02
C -2.01 -3.18 -3.55
S -1.24 -3.49 -1.94
O -1.61 -4.85 -1.65
O 0.18 -3.17 -2.11
O -1.81 -2.58 -0.98
H -2.52 -1.11 -6.16
H -3.80 -2.90 -6.98
H -4.15 -4.98 -5.63
H -3.08 -5.06 -3.32
*
```

---

Record 3
The following is a quantum chemistry calculation of C3H4S2 as an isolated structure at a distorted geometry, from OMol25.

Computed properties:
LUMO energy in eV: -0.42
Orbital gap in eV: 7.991
ΔE to the lowest compared entry with this formula, charge and spin in kcal/mol: 55.11
E in eV: -24843.25164
HOMO in eV: -8.41

Structure (ORCA input):
```
! wB97M-V def2-TZVPD RIJCOSX def2/J DEFGRID3
* xyz 0 1
C 0.69 0.62 0.36
C -0.61 -0.18 0.12
C -0.30 -1.56 0.37
S 1.81 -0.70 0.95
S -1.32 -0.95 1.58
H 0.94 0.88 -0.73
H 0.56 1.56 0.96
H -1.38 0.05 -0.58
H -0.21 -2.33 -0.25
*
```